No. 1
Here is a molecular structure, C25H21F5IrN5O2 from the Open Molecules 2025 dataset. Energies are from ωB97M-V/def2-TZVPD.

The geometry in XYZ format:
```
59
Properties=species:S:1:pos:R:3:lowdin_charge:R:1
Ir -0.2785 -0.0418 0.8602 1.433
O 1.7397 1.7828 3.5299 0.178
C 1.7203 1.2445 2.4662 -0.434
N 1.3911 -0.0864 2.1590 -0.005
C 2.3390 -1.0076 1.9522 -0.214
C 3.5096 -1.0824 2.7530 0.009
C 4.4715 -1.9917 2.4448 -0.046
C 4.3007 -2.8679 1.3387 -0.031
C 3.1776 -2.8232 0.5554 0.013
C 2.1657 -1.8800 0.8386 -0.179
N 1.0224 -1.6448 0.1500 0.008
C 0.7219 -2.2550 -1.0320 -0.435
O 1.4370 -2.9696 -1.7033 0.102
C -0.6688 -1.9470 -1.4668 -0.172
C -1.2314 -2.6685 -2.5012 0.031
C -2.5429 -2.4169 -2.8585 -0.014
C -3.2477 -1.4530 -2.1584 -0.016
C -2.6157 -0.7636 -1.1409 -0.090
N -1.3405 -0.9977 -0.8004 -0.002
C 2.0147 1.8818 1.1410 -0.197
C 2.8047 2.9986 1.0194 0.037
C 3.0339 3.5040 -0.2541 -0.007
C 2.4590 2.8736 -1.3416 -0.011
C 1.6456 1.7713 -1.1296 -0.083
N 1.4335 1.2730 0.0848 0.013
H 3.6030 -0.4226 3.6063 0.126
H 5.3735 -2.0458 3.0393 0.116
H 5.0795 -3.5804 1.1017 0.117
H 3.0683 -3.4777 -0.2922 0.107
H -0.6216 -3.4126 -2.9933 0.132
H -3.0121 -2.9729 -3.6594 0.124
H -4.2806 -1.2337 -2.3898 0.121
H -3.1353 -0.0124 -0.5851 0.086
H 3.2174 3.4555 1.9081 0.137
H 3.6443 4.3870 -0.3893 0.124
H 2.6171 3.2344 -2.3476 0.121
H 1.1471 1.2761 -1.9517 0.128
F -1.1908 1.9990 -0.8196 0.032
C -1.1537 1.8590 0.5446 -0.462
F -0.3769 2.8867 1.0028 0.052
C -2.5497 2.2463 1.0714 -0.595
F -2.5788 2.1333 2.4031 0.149
F -3.5225 1.4448 0.5906 0.103
F -2.8741 3.4920 0.7476 0.187
C -4.0441 -2.6217 3.7358 -0.027
C -4.1152 -1.2392 3.0770 -0.564
C -5.1546 -1.2215 1.9469 -0.025
C -4.4270 -0.1503 4.1189 -0.021
C -2.7987 -0.9126 2.4886 -0.057
N -1.7819 -0.6555 2.0340 0.059
H -5.0159 -2.8481 4.1733 0.099
H -3.2925 -2.6422 4.5246 0.096
H -3.8015 -3.3935 3.0050 0.094
H -6.1429 -1.3628 2.3834 0.100
H -4.9717 -2.0287 1.2361 0.092
H -5.1449 -0.2715 1.4151 0.078
H -5.4181 -0.3385 4.5317 0.099
H -4.4122 0.8413 3.6697 0.083
H -3.7030 -0.1725 4.9334 0.099
```

The calculation puts the calculated total energy at -54232.7486 eV. Its molar mass is 710.68 Da. The calculation puts the HOMO energy (spin up / spin down) at -10.830 / -11.480 eV. The multiplicity is 2. As for the LUMO energy (spin up / spin down): -3.18 / -4.96 eV. As for the strongest force on any atom: 3.71 eV Å⁻¹. Its total charge is +1. Its expectation value of S² is 0.7719. As for the HOMO-LUMO gap (spin up / spin down): 7.650 / 6.519 eV.

=====

No. 2
Here is a molecular structure, C25H21N8O4STl from the Open Molecules 2025 dataset. Energies are from ωB97M-V/def2-TZVPD.

The geometry in XYZ format:
```
60
Properties=species:S:1:pos:R:3:lowdin_charge:R:1
Tl -0.4313 -0.2137 0.1387 0.828
O 3.4473 1.7898 -2.2008 0.110
C 2.4857 1.1440 -1.8483 -0.396
N 1.8504 1.3647 -0.6337 0.153
C 1.5584 2.5273 -0.2107 -0.198
C 1.4112 3.6932 -1.0795 0.006
C 1.0015 4.8534 -0.5683 -0.034
C 0.6840 5.0039 0.8538 -0.035
C 0.8006 3.9967 1.7235 -0.001
C 1.2778 2.6938 1.2653 -0.180
N 1.4487 1.6704 2.0039 0.185
C 1.5448 1.7255 3.3881 -0.399
O 2.1014 2.6190 3.9900 0.099
C 0.9823 0.5430 4.1409 -0.200
C 0.7616 0.6983 5.5040 -0.002
C 0.2421 -0.3684 6.2150 -0.055
C -0.0301 -1.5464 5.5390 -0.054
C 0.2318 -1.6018 4.1790 -0.145
N 0.7268 -0.5846 3.4795 0.112
C 2.0272 -0.0366 -2.6692 -0.180
C 2.7578 -0.3314 -3.8125 0.012
C 2.3403 -1.3769 -4.6146 -0.046
C 1.2027 -2.0788 -4.2541 -0.047
C 0.5417 -1.7140 -3.0926 -0.136
N 0.9461 -0.7216 -2.3024 0.079
H 1.5886 3.5673 -2.1366 0.125
H 0.8615 5.7048 -1.2213 0.112
H 0.3296 5.9665 1.2014 0.110
H 0.5653 4.1196 2.7697 0.113
H 1.0040 1.6418 5.9719 0.117
H 0.0518 -0.2820 7.2771 0.109
H -0.4433 -2.4070 6.0479 0.105
H 0.0193 -2.5115 3.6270 0.084
H 3.6270 0.2667 -4.0442 0.120
H 2.8874 -1.6336 -5.5125 0.111
H 0.8212 -2.8862 -4.8646 0.106
H -0.3647 -2.2212 -2.7819 0.100
N 0.1872 -3.1881 0.2483 -0.016
N -0.7152 -4.2289 0.4566 -0.100
C -1.9141 -4.0210 1.0597 -0.919
N -2.6158 -5.1773 1.2335 0.068
S -2.4917 -2.5591 1.5862 0.582
H 0.7410 -3.3742 -0.5752 0.081
H 0.7697 -3.0185 1.0613 0.078
H -0.3616 -5.1745 0.4358 0.140
H -2.4216 -5.9884 0.6700 0.096
H -3.5558 -5.0640 1.5703 0.083
O -1.3952 2.1734 -3.5583 0.008
C -1.5862 1.5262 -2.5256 -0.658
O -1.0341 1.6853 -1.3952 -0.208
C -2.6419 0.4250 -2.6222 -0.190
C -3.7042 0.5729 -3.5119 -0.004
C -4.6562 -0.4229 -3.5944 -0.064
C -4.5062 -1.5628 -2.8126 -0.071
C -3.4179 -1.6325 -1.9665 -0.154
N -2.5094 -0.6580 -1.8521 0.065
H -3.7421 1.4621 -4.1251 0.117
H -5.5051 -0.3219 -4.2592 0.105
H -5.2240 -2.3717 -2.8503 0.099
H -3.2659 -2.5011 -1.3339 0.076
```

The calculation puts the calculated total energy at -61904.8231 eV. The relative energy (zero: lowest compared OMol25 entry of this formula, charge and spin) is 0.00 kcal/mol. Its molar mass is 733.95 Da. The calculation puts the HOMO energy at -7.738 eV. As for the LUMO energy: -1.48 eV. As for the strongest force on any atom: 0.74 eV Å⁻¹. Its total charge is 0. As for the HOMO-LUMO gap: 6.261 eV.

=====

No. 3
Here is a molecular structure, C25H22AuO2P2SbSe4 from the Open Molecules 2025 dataset. Energies are from ωB97M-V/def2-TZVPD.

The geometry in XYZ format:
```
57
Properties=species:S:1:pos:R:3:lowdin_charge:R:1
Au -0.1660 -0.2328 0.1660 0.424
O 2.0342 -0.1034 0.1704 -0.488
P 2.9720 0.9925 -0.2581 0.749
C 2.5777 2.5368 0.6241 -0.276
P 0.9097 3.1291 0.2157 0.751
O -0.0465 1.9937 0.0133 -0.468
C 0.3892 4.1615 1.5831 -0.274
C -0.7849 3.8093 2.2428 -0.054
C -1.2208 4.5692 3.3198 -0.059
C -0.4880 5.6698 3.7346 -0.068
C 0.6858 6.0215 3.0777 -0.072
C 1.1259 5.2691 2.0029 -0.078
C 1.0518 4.1250 -1.2680 -0.277
C 2.0202 5.1163 -1.4227 -0.096
C 2.0568 5.8745 -2.5802 -0.075
C 1.1318 5.6399 -3.5900 -0.070
C 0.1731 4.6490 -3.4439 -0.060
C 0.1277 3.8902 -2.2827 -0.053
C 2.8416 1.3566 -2.0019 -0.305
C 1.9392 0.6147 -2.7596 -0.053
C 1.7548 0.9199 -4.1009 -0.050
C 2.4661 1.9606 -4.6770 -0.064
C 3.3737 2.6986 -3.9242 -0.072
C 3.5649 2.3965 -2.5878 -0.095
C 4.6713 0.6122 0.1475 -0.271
C 5.0572 0.6074 1.4895 -0.070
C 6.3437 0.2357 1.8384 -0.066
C 7.2471 -0.1393 0.8519 -0.066
C 6.8650 -0.1500 -0.4806 -0.064
C 5.5768 0.2219 -0.8360 -0.062
H 3.3247 3.3060 0.4205 0.076
H 2.5886 2.3086 1.6931 0.082
H -1.3478 2.9462 1.9107 0.108
H -2.1325 4.2969 3.8340 0.112
H -0.8299 6.2596 4.5749 0.109
H 1.2546 6.8818 3.4042 0.108
H 2.0390 5.5523 1.4933 0.096
H 2.7554 5.3013 -0.6484 0.096
H 2.8083 6.6438 -2.6984 0.109
H 1.1629 6.2318 -4.4954 0.109
H -0.5419 4.4631 -4.2341 0.113
H -0.6101 3.1069 -2.1620 0.115
H 1.3906 -0.2007 -2.3048 0.093
H 1.0549 0.3433 -4.6905 0.117
H 2.3183 2.1991 -5.7224 0.111
H 3.9282 3.5074 -4.3811 0.111
H 4.2707 2.9736 -2.0000 0.116
H 4.3504 0.8730 2.2662 0.108
H 6.6404 0.2290 2.8784 0.110
H 8.2516 -0.4336 1.1264 0.110
H 7.5668 -0.4553 -1.2449 0.110
H 5.2762 0.2019 -1.8753 0.109
Se -2.8236 -3.5838 -2.5417 -0.197
Sb -2.3851 -3.0438 -0.2603 -0.328
Se -2.5342 -0.4694 0.0673 0.051
Se 0.1387 -2.6147 0.1019 0.105
Se -3.3477 -4.2371 1.5625 -0.178
```

The calculation puts the calculated total energy at -320573.0808 eV. Its molar mass is 1050.96 Da. The calculation puts the HOMO energy at -6.633 eV. As for the LUMO energy: -1.39 eV. As for the strongest force on any atom: 0.76 eV Å⁻¹. Its total charge is 0. As for the HOMO-LUMO gap: 5.239 eV.

=====

No. 4
Here is a molecular structure, C25H22Cl2IrO8P2S9 from the Open Molecules 2025 dataset. Energies are from ωB97M-V/def2-TZVPD.

The geometry in XYZ format:
```
69
Properties=species:S:1:pos:R:3:lowdin_charge:R:1
Ir -0.6924 -0.5902 -0.6649 0.904
Cl -3.1359 0.5672 -0.5655 0.795
C -2.7970 1.7974 0.5841 -0.632
C -3.5527 2.9536 0.5682 -0.084
C -3.3568 3.9049 1.5553 -0.053
C -2.4325 3.6902 2.5640 -0.098
C -1.6699 2.5365 2.5514 -0.645
Cl -0.5485 2.2749 3.8478 0.733
C -1.8021 1.5875 1.5347 -0.575
S -0.6957 0.2089 1.5088 0.620
H -4.2911 3.0916 -0.2091 0.114
H -3.9405 4.8159 1.5452 0.116
H -2.2936 4.4075 3.3602 0.114
C 1.0659 -4.0614 -2.5247 -0.049
C -0.2838 -4.1317 -1.8180 -0.580
O -0.9142 -5.4022 -1.9417 -0.041
P -0.0626 -3.8514 -0.0224 0.450
O 0.9525 -4.9465 0.5198 -0.086
O -1.4088 -4.2501 0.6854 -0.119
O 0.4698 -2.4883 0.2397 -0.376
P -1.3964 -2.7321 -2.3069 0.323
O -2.2839 -3.4725 -3.4238 -0.109
O -0.6447 -1.5391 -2.8440 -0.342
O -2.2601 -2.4146 -1.1051 -0.406
H 1.6611 -4.9389 -2.2743 0.090
H 1.6005 -3.1663 -2.2053 0.064
H 0.9323 -4.0141 -3.6059 0.094
H -1.6309 -5.3422 -2.5850 0.085
H 0.6313 -5.8480 0.3728 0.104
H -2.1228 -3.6768 0.3341 0.061
H -2.4706 -2.8972 -4.1773 0.098
C 1.8493 -1.8145 2.9086 -0.358
S 0.8350 -3.1194 3.6579 0.850
C -0.3665 -2.1662 4.5193 -0.977
C -1.3903 -1.4333 4.0261 -1.013
S -1.9257 -1.2679 2.3749 0.674
S -2.3900 -0.6305 5.2266 0.898
C -1.5927 -1.2123 6.6411 -1.501
S -2.0290 -0.8439 8.1677 0.567
S -0.2356 -2.2265 6.2457 0.934
H 2.7440 -2.3156 2.5432 0.048
H 2.1146 -1.0777 3.6643 0.051
H 1.3344 -1.3629 2.0725 -0.035
O -0.3220 1.2882 -1.1486 -0.395
C 0.8967 1.9620 -1.3842 -0.569
C 2.1355 1.0578 -1.3368 -0.447
C 2.2309 -0.2371 -1.7558 -0.139
C 3.5517 -0.7595 -1.6587 -0.177
C 4.4414 0.1593 -1.1997 -0.410
S 3.6824 1.6509 -0.8609 1.064
C 0.8398 2.5184 -2.8037 -0.488
C 0.1019 2.0003 -3.8226 -0.104
C 0.3143 2.6794 -5.0562 -0.179
C 1.2167 3.6905 -4.9441 -0.416
S 1.8122 3.8294 -3.3461 1.027
C 0.9793 3.0536 -0.3236 -0.485
C 1.4772 2.9694 0.9468 -0.175
C 1.2128 4.1306 1.7265 -0.212
C 0.4715 5.0478 1.0502 -0.411
S 0.1061 4.5211 -0.5330 1.057
H 1.4085 -0.7780 -2.2002 0.067
H 3.8248 -1.7696 -1.9325 0.099
H 5.5006 0.0439 -1.0314 0.063
H -0.5532 1.1511 -3.6868 0.105
H -0.1923 2.4332 -5.9789 0.099
H 1.5719 4.3607 -5.7108 0.061
H 2.0297 2.1161 1.3140 0.096
H 1.5583 4.2655 2.7415 0.095
H 0.1296 6.0130 1.3905 0.068
```

The calculation puts the calculated total energy at -186644.4638 eV. The relative energy (zero: lowest compared OMol25 entry of this formula, charge and spin) is 36.97 kcal/mol. Its molar mass is 1064.12 Da. The calculation puts the HOMO energy (spin up / spin down) at -7.980 / -7.822 eV. The multiplicity is 2. As for the LUMO energy (spin up / spin down): -0.87 / -0.87 eV. As for the strongest force on any atom: 0.97 eV Å⁻¹. Its total charge is 0. Its expectation value of S² is 0.7526. As for the HOMO-LUMO gap (spin up / spin down): 7.112 / 6.954 eV.